1.
This record from the OMol25 dataset describes C32H21Br2IrN7O3 as an isolated structure at a distorted geometry. The level of theory is ωB97M-V with the def2-TZVPD basis set.

XYZ file:
```
66
C32H21Br2IrN7O3, DFT ωB97M-V with the def2-TZVPD basis set
N -0.638 -2.533 -5.036
C -0.377 4.042 -1.483
C -2.328 -1.874 -1.112
C -0.145 -1.998 -2.137
N -1.008 1.137 2.233
O 2.135 -0.726 0.433
H 0.616 1.137 4.222
H -1.522 1.840 -3.732
H 2.810 -2.517 -3.679
C -1.533 -2.279 -2.147
C -1.432 -1.355 -4.866
Br -4.316 2.294 -4.496
C 0.500 3.091 -1.980
O -2.337 0.935 4.135
C -1.495 0.535 3.371
H -2.363 -0.781 0.772
C 0.521 -3.159 4.009
H -2.013 -1.292 5.282
C -1.762 -1.165 -0.042
C -3.157 0.809 -4.649
C -0.616 2.709 0.477
C -0.947 3.845 -0.234
H -3.389 -2.077 -1.110
C 0.864 -2.299 2.980
H -0.803 -3.471 5.669
N 1.879 1.347 2.603
H 1.507 1.233 -1.536
C -3.603 -0.360 -5.240
C -0.797 -0.799 3.620
C -2.732 -1.433 -5.355
H -0.627 4.917 -2.067
H 1.662 -2.505 2.279
H -1.963 -2.843 -2.960
H 3.699 -1.601 -1.528
H 1.069 -4.081 4.136
H 4.743 1.518 5.219
N 0.274 1.810 0.005
Ir 0.537 0.237 1.321
C -0.995 -0.161 -4.288
C 3.145 1.621 2.251
Br 3.562 2.090 0.482
H -3.053 -2.358 -5.815
C 0.361 -1.396 -0.977
C 0.788 -2.306 -3.174
C -0.517 -2.813 4.860
C 2.623 1.298 4.896
C 4.195 1.677 3.155
C 1.648 1.241 3.930
O -2.060 3.210 2.298
N -0.466 -0.954 0.023
H 5.188 1.892 2.793
C 0.807 1.988 -1.205
C 3.938 1.485 4.497
H 0.957 3.199 -2.954
C 2.130 -2.207 -2.895
C 2.633 -1.682 -1.695
H 2.348 1.202 5.936
H -4.614 -0.429 -5.616
C 1.766 -1.241 -0.718
H -1.653 4.535 0.205
C -1.191 -1.616 4.659
N 0.474 -2.679 -4.503
H 0.025 -0.065 -3.937
C -1.322 2.407 1.791
C -1.855 0.914 -4.180
N 0.221 -1.143 2.804
```

Properties
* LUMO (alpha / beta): -0.1236 / -0.1236 Ha
* energy above the lowest of the compared OMol25 structures with the same formula, charge and spin: 28.9 kJ/mol
* 2S+1: 1
* gap between HOMO and LUMO (alpha / beta): 6.5 / 6.5 eV
* charge: +1

---

2.
This record from the OMol25 dataset describes C32H21BrN6O8S2W as an isolated structure. The level of theory is ωB97M-V with the def2-TZVPD basis set.

XYZ file:
```
71
C32H21BrN6O8S2W, DFT ωB97M-V with the def2-TZVPD basis set
C 1.318 -1.825 1.200
C -4.252 1.533 -5.945
H 2.340 -3.109 2.583
S 1.844 1.543 -4.803
C 0.362 0.696 5.136
H -4.322 0.529 -2.229
H -4.521 -3.997 2.317
N 4.448 1.366 3.809
O -1.915 1.627 -5.926
H 3.702 -1.284 3.537
C 1.384 -1.132 6.341
C 0.257 -0.461 5.897
C 3.544 1.382 2.696
Br -1.457 -1.122 6.346
H 0.735 -2.626 0.763
N -1.613 -1.412 0.003
H 4.115 3.362 2.263
C -4.319 0.803 -3.275
H -4.203 1.818 -6.986
O -3.971 -4.329 1.597
C 1.901 0.415 1.224
H 1.286 -2.011 6.962
H -3.928 -1.720 2.374
C 4.051 1.336 -3.260
C 2.574 2.705 0.900
N 1.159 -0.610 0.701
N 4.104 0.886 4.897
O -1.973 0.569 -1.835
O 0.124 -1.676 -1.756
C 3.640 1.281 -4.719
H 3.873 0.309 -5.153
O -3.069 0.854 2.208
C -3.085 1.033 -3.889
O 0.871 1.705 -0.441
H -6.376 1.410 -5.876
C -5.456 1.301 -5.316
W -0.284 0.077 -0.767
C -2.313 0.366 1.404
H -6.447 0.744 -3.486
C -2.343 -3.666 0.043
N -0.693 0.996 -3.665
C 1.526 0.834 -3.237
C 2.974 -1.076 2.766
H 3.963 2.346 -2.860
H 5.063 0.967 -3.104
O -1.311 0.944 0.799
H 2.505 3.641 0.365
C -5.501 0.930 -3.974
C 2.634 -0.649 5.990
C 1.614 1.158 4.771
O -0.297 -3.864 -2.107
H -0.526 1.228 4.826
C -3.269 -2.025 1.570
C 2.754 0.464 5.169
H -1.161 1.446 -5.327
H -2.274 -4.670 -0.349
H 1.695 2.062 4.185
C 1.731 1.666 0.558
N 0.334 0.699 -2.772
C 3.476 2.541 1.964
C -0.505 -2.809 -1.557
S 2.915 0.250 -2.361
C 2.812 0.242 2.275
C -2.437 -1.090 0.996
C -1.861 0.867 -3.090
C -3.215 -3.338 1.089
H 3.532 -1.141 6.338
C -1.562 -2.660 -0.477
H 4.117 2.064 -5.306
C 2.231 -2.094 2.232
C -3.051 1.397 -5.246
```

Properties
* LUMO (alpha / beta): -0.0263 / -0.0430 Ha
* energy above the lowest of the compared OMol25 structures with the same formula, charge and spin: 25.1 kJ/mol
* 2S+1: 3
* gap between HOMO and LUMO (alpha / beta): 6.7 / 7.0 eV

---

3.
This record from the OMol25 dataset describes C32H21Cl4N4O3STc as an isolated structure at a distorted geometry. The level of theory is ωB97M-V with the def2-TZVPD basis set.

XYZ file:
```
66
C32H21Cl4N4O3STc, DFT ωB97M-V with the def2-TZVPD basis set
H -5.230 -0.275 1.267
C 3.089 3.179 3.986
H 1.670 -1.956 -1.814
C -4.572 0.128 2.020
C 1.934 1.235 -0.796
H 1.202 -3.007 1.165
Cl -4.874 2.064 5.507
Tc -0.551 -0.239 0.730
C 2.214 3.137 2.908
C 3.114 1.365 -1.503
C -0.135 0.472 3.778
C -2.867 1.147 4.014
O -0.428 -0.115 4.791
C 2.074 3.056 -2.853
C 2.828 -1.633 -4.976
C -3.192 0.044 1.867
C 1.078 1.364 3.779
C 0.252 -4.413 -0.163
H 3.855 3.940 4.040
H 2.120 3.755 -3.677
C -2.315 0.537 2.877
H -2.391 0.303 -2.272
H 3.680 -1.893 -5.589
H 2.301 3.847 2.091
C -0.448 -0.522 -2.508
H 3.970 0.751 -1.253
H 3.616 -2.579 -3.216
Cl 1.848 0.026 0.452
N -0.978 0.373 2.633
C 2.939 2.238 4.991
C 0.901 2.921 -2.131
H 4.111 2.432 -3.064
C 0.805 2.027 -1.047
C -1.661 0.148 -3.064
H 3.600 2.236 5.847
H -2.950 -4.030 -1.200
Cl -6.785 0.902 3.308
O -0.348 -0.702 -1.293
C 0.651 -0.931 -3.392
N -2.507 -0.603 0.871
C -4.229 1.273 4.131
C -2.000 -3.848 -0.718
C 2.797 -2.012 -3.638
H 1.107 -5.071 -0.215
C 3.186 2.298 -2.522
Cl -0.481 3.845 -2.577
H -0.968 -5.562 -1.508
N -0.706 -2.402 0.685
S -0.621 2.008 -0.039
H -0.133 -0.013 -5.176
C 1.717 -1.662 -2.853
C 1.913 1.312 4.891
H -2.236 1.514 4.808
H -1.376 1.118 -3.477
O -4.147 -2.060 0.105
C 1.766 -0.929 -5.526
C 0.311 -3.263 0.605
C -5.091 0.753 3.136
C -2.995 -1.765 0.302
C -0.911 -4.695 -0.865
H 1.736 0.566 5.652
H 1.786 -0.655 -6.572
C -1.858 -2.717 0.061
C 0.683 -0.575 -4.742
H -2.103 -0.442 -3.867
N 1.232 2.253 2.806
```

Properties
* LUMO (alpha / beta): -0.1620 / -0.1822 Ha
* 2S+1: 2
* gap between HOMO and LUMO (alpha / beta): 5.9 / 5.5 eV
* charge: +1

---

4.
This record from the OMol25 dataset describes C32H21ClN5O3RuSTe as an isolated structure. The level of theory is ωB97M-V with the def2-TZVPD basis set.

XYZ file:
```
65
C32H21ClN5O3RuSTe, DFT ωB97M-V with the def2-TZVPD basis set
C 3.390 0.988 -3.418
H 0.849 -5.510 -3.922
C -0.771 -3.293 -3.991
S -3.669 3.814 2.386
C 2.032 0.959 3.168
N 1.588 -1.981 -0.065
H 2.660 -3.166 1.277
H -3.888 0.858 1.682
C 1.921 0.133 2.049
O -0.980 3.099 -2.252
H -4.537 7.137 3.475
N -1.052 -0.768 0.878
C 2.298 -1.235 2.156
N 1.597 0.645 -1.901
N -0.738 1.273 -0.819
C -3.254 -1.016 2.526
C -2.256 -1.997 2.521
N -0.214 -1.525 -1.938
C -3.181 5.021 1.259
H 3.195 2.665 -4.745
C 0.253 -3.611 -3.076
C -1.484 -2.130 -3.854
C 0.500 -2.680 -2.042
O 1.527 0.690 0.902
C 2.743 2.097 -3.942
H -0.368 -2.542 1.636
H -4.116 -1.121 3.172
C -4.323 4.984 3.435
C -3.138 0.082 1.709
C 2.497 0.492 4.384
H 2.590 -5.917 -2.224
H -1.708 -0.326 -2.670
C 2.779 0.286 -2.393
H -4.783 4.684 4.363
C 1.500 -2.926 -1.045
C -1.176 -1.258 -2.809
Te -2.175 4.626 -0.492
Cl 3.470 -1.456 6.005
C 2.235 -2.186 1.090
C 2.785 -1.685 3.402
Ru 0.484 -0.289 -0.418
C -4.186 6.258 2.956
C 1.028 -4.794 -3.131
H -3.306 7.182 1.156
O -2.666 2.333 0.097
C 1.513 2.471 -3.428
C 0.960 1.725 -2.401
C 2.240 -4.112 -1.138
H 4.351 0.665 -3.791
H 3.086 -2.720 3.505
C -2.016 0.205 0.870
H 3.232 -0.587 -1.941
C 1.994 -5.014 -2.175
H 0.962 3.325 -3.795
H 1.743 1.995 3.050
C -1.178 -1.825 1.679
C -3.528 6.280 1.708
C -0.365 2.100 -1.805
H 2.572 1.144 5.242
H -0.986 -3.983 -4.798
H -2.276 -1.871 -4.542
C 2.876 -0.843 4.482
H -2.312 -2.868 3.156
C -1.840 1.345 0.005
H 3.019 -4.326 -0.421
```

Properties
* LUMO (alpha / beta): -0.0062 / -0.0905 Ha
* energy above the lowest of the compared OMol25 structures with the same formula, charge and spin: 0.0 kJ/mol
* 2S+1: 6
* gap between HOMO and LUMO (alpha / beta): 4.8 / 4.8 eV

---

5.
This record from the OMol25 dataset describes C32H23AsN5O4RuS3 as an isolated structure at a distorted geometry. The level of theory is ωB97M-V with the def2-TZVPD basis set.

XYZ file:
```
69
C32H23AsN5O4RuS3, DFT ωB97M-V with the def2-TZVPD basis set
C -0.024 4.937 -2.867
H -3.982 -4.099 1.644
H -3.592 -3.975 -0.784
C 0.019 2.113 2.742
N 1.823 2.247 -1.103
C 0.385 4.023 -1.946
C 4.021 -2.921 1.769
H -1.659 1.831 4.855
C -3.179 -3.489 1.258
H -2.537 -2.833 3.195
H -4.887 0.246 2.496
C 1.177 -2.682 -4.122
C 1.680 3.379 -1.872
H 1.457 2.781 3.785
C 1.826 -1.650 0.667
S 4.095 2.666 -2.241
C -1.337 -2.002 1.630
C -1.096 -1.952 0.259
H 0.785 -2.721 -5.128
C 2.802 -3.400 -2.496
H 3.668 -3.996 -2.245
H 4.434 0.399 -0.637
H 0.520 5.359 -3.684
C -2.369 -2.776 2.128
C 0.568 -1.872 -3.174
C 2.802 3.758 -2.544
C -2.961 -3.418 -0.109
N -2.841 4.049 -0.556
H 4.322 -3.796 -0.158
H -1.760 -2.584 -1.683
H 2.951 0.325 0.246
H 2.956 4.603 -3.182
C -1.351 1.683 2.749
C 3.249 -2.075 2.548
H 3.506 -1.916 3.585
O -4.791 -0.178 0.134
H -0.281 -1.260 -3.454
O 0.741 2.134 1.713
N -1.875 1.341 1.519
N -0.589 3.658 -1.047
N 3.463 0.656 -0.560
H -2.767 3.565 0.326
O 0.542 2.485 3.918
As 0.392 -0.838 -0.359
C -3.387 1.035 3.847
C -1.724 4.261 -1.272
H -3.979 0.910 4.738
H -0.705 -1.433 2.308
C 2.285 -3.442 -3.780
C 2.192 -2.611 -1.529
C 3.713 -3.135 0.437
O -3.068 0.574 -1.012
H 2.756 -4.072 -4.518
H 4.876 -3.416 2.201
C -3.897 0.659 2.603
C -3.117 0.817 1.465
C 1.061 -1.848 -1.879
H -3.704 4.508 -0.789
C -1.926 -2.647 -0.612
S -1.676 5.365 -2.623
S -1.317 1.157 -2.821
C -3.716 0.363 0.202
C 2.618 -2.498 -0.132
C -1.856 0.985 -1.275
Ru -0.366 1.532 -0.111
C 2.151 -1.429 1.998
C -2.106 1.546 3.917
C 3.027 1.763 -1.181
H 1.557 -0.749 2.604
```

Properties
* LUMO (alpha / beta): -0.1484 / -0.1485 Ha
* energy above the lowest of the compared OMol25 structures with the same formula, charge and spin: 310.0 kJ/mol
* 2S+1: 1
* gap between HOMO and LUMO (alpha / beta): 5.2 / 5.4 eV
* charge: +1

---

6.
This record from the OMol25 dataset describes C32H23ClN2O4PPt as an isolated structure. The level of theory is ωB97M-V with the def2-TZVPD basis set.

XYZ file:
```
64
C32H23ClN2O4PPt, DFT ωB97M-V with the def2-TZVPD basis set
C 1.396 -0.311 -3.015
H 2.841 -5.050 -0.963
C 0.814 -4.063 1.566
C 0.727 -2.714 1.266
C 3.399 0.113 -4.298
H 0.300 -4.458 2.431
H -5.556 -2.825 0.506
C 3.256 2.566 1.737
H 3.968 0.268 -0.913
C -2.236 0.693 2.658
C 2.177 -3.041 -0.638
C -4.941 -2.068 0.971
C 2.248 -4.395 -0.340
H -4.773 -0.027 3.637
H 5.132 0.499 -3.071
H -0.747 5.208 0.329
C -2.309 3.551 -2.253
C -1.344 1.980 -0.663
H 1.638 -5.959 0.991
C 3.073 -0.206 1.963
H -0.368 2.884 1.060
P 1.253 -0.424 -0.118
H -2.467 1.455 -2.455
O -4.014 -3.313 -1.287
H -3.314 1.234 4.163
C 2.070 -0.181 -4.274
H 1.849 2.395 0.135
Pt -1.027 0.080 -0.017
O -2.221 -1.971 -1.423
C 1.415 -2.195 0.164
C -3.730 -1.708 0.392
H 0.146 -2.059 1.907
C -2.049 5.957 -1.865
H 3.338 3.641 1.649
C 2.066 -0.168 -1.764
N -2.927 -0.785 0.918
C -4.482 -0.499 2.707
H -3.671 -3.715 -2.105
H 3.932 0.221 -5.233
O -1.139 0.795 2.118
C -1.099 4.371 -0.259
H 1.494 -0.321 -5.180
H 4.652 2.441 3.362
H -6.275 -1.681 2.608
C 4.072 0.273 -3.074
H 3.012 -1.283 2.050
C -0.887 3.084 0.132
C -2.080 2.269 -1.855
H 2.732 -2.665 -1.489
O -2.445 1.365 3.755
C 3.998 1.888 2.700
H -2.866 3.777 -3.153
C 3.908 0.509 2.812
N -2.235 7.046 -2.198
Cl -0.240 -0.659 -3.061
H 4.490 -0.015 3.557
C -1.814 4.622 -1.459
C -3.230 -2.347 -0.870
C 2.326 0.473 1.003
C 1.571 -4.905 0.758
C -3.286 -0.208 2.076
C 3.396 0.134 -1.823
C -5.332 -1.438 2.138
C 2.415 1.864 0.893
```

Properties
* LUMO (alpha / beta): -0.3237 / -0.4591 Ha
* 2S+1: 5
* gap between HOMO and LUMO (alpha / beta): 7.1 / 4.5 eV
* charge: +3

---

7.
This record from the OMol25 dataset describes C32H23F6GeIrN2O6P as an isolated structure at a distorted geometry. The level of theory is ωB97M-V with the def2-TZVPD basis set.

XYZ file:
```
72
C32H23F6GeIrN2O6P, DFT ωB97M-V with the def2-TZVPD basis set
C -1.360 0.619 3.325
H 0.239 -3.415 -5.927
H 1.348 -5.028 4.832
F 2.338 -0.756 -1.372
H -0.390 0.332 5.213
C -2.587 0.816 -2.846
C -2.562 0.993 2.727
O 0.214 0.459 -3.623
H -3.821 1.419 -4.476
O -0.394 -1.713 -9.360
C -2.367 1.099 5.484
C 1.870 -1.893 3.666
H -0.544 0.237 -8.000
H -4.368 1.877 5.456
C -3.274 1.733 -3.596
F 2.941 -0.833 0.834
N -1.891 1.110 -1.729
C 3.141 2.420 4.380
H -0.432 1.490 -5.869
C -3.638 1.440 3.481
F 4.319 -1.737 -0.738
C 2.368 2.084 1.746
O 0.123 -3.542 -8.362
H -2.574 -0.234 -3.122
P 2.773 -1.962 -0.325
C 0.036 -2.462 -3.492
C -0.292 0.418 -5.890
C 0.658 -1.670 3.024
H -2.659 0.935 1.649
F 2.601 -3.046 -1.499
C 3.414 2.939 2.057
N -0.128 -2.339 -8.336
H 1.595 1.026 4.855
H 3.063 -3.244 4.826
Ge 0.251 0.097 2.230
H -2.531 4.436 -1.679
O -0.511 1.966 0.644
O -1.262 4.020 0.312
C -0.001 -0.234 -4.650
C -0.112 -1.659 -7.100
C 2.096 1.564 4.059
C -0.056 -3.881 3.677
H 2.634 -1.127 3.628
C -0.344 -0.265 -7.064
H 3.930 3.471 1.268
O -0.239 -2.120 -2.342
H -4.553 1.752 2.991
H -3.825 3.842 -3.737
C -2.569 3.427 -2.062
C 0.097 -2.342 -5.912
F 3.202 -3.112 0.716
C -3.268 3.096 -3.185
H -0.811 -4.660 3.681
C 3.804 3.111 3.378
C 1.691 1.382 2.740
H -2.283 1.135 6.565
C -1.233 2.868 -0.109
C -1.297 0.657 4.718
C -3.537 1.509 4.863
C -0.447 0.599 0.431
C -1.891 2.436 -1.312
Ir -0.087 -0.054 -1.483
C 0.070 -1.679 -4.684
C -0.299 -2.679 3.031
H 2.083 1.944 0.711
C 1.154 -4.089 4.326
H 0.223 -3.539 -3.625
H -1.236 -2.523 2.508
C 2.117 -3.092 4.319
H 3.437 2.546 5.416
F 1.218 -2.150 0.108
H 4.625 3.774 3.626
```

Properties
* LUMO (alpha / beta): 0.1526 / 0.1277 Ha
* energy above the lowest of the compared OMol25 structures with the same formula, charge and spin: 89.5 kJ/mol
* 2S+1: 6
* gap between HOMO and LUMO (alpha / beta): 3.9 / 6.4 eV
* charge: -2

---

> What is the 2S+1 in the fourth record?

6